1.
Below is a structure of composition C12H12Br6N2O2 in a non-equilibrium geometry, with properties calculated with ωB97M-V with the def2-TZVPD basis set.

As for the total charge: +1. As for the multiplicity: 2. As for the LUMO energy (alpha / beta): -0.1302 / -0.2761 hartree.

Cartesian coordinates (Å):
N -1.156 -0.726 -1.255
C -0.987 -1.603 -2.326
C -2.103 -1.521 -3.108
C -2.988 -0.728 -2.418
C -2.482 -0.363 -1.210
H -0.536 -0.626 -0.464
H -0.163 -2.299 -2.384
H -2.286 -1.925 -4.093
H -3.916 -0.527 -2.933
H -2.735 0.221 -0.337
C 3.507 -2.642 -0.867
Br 4.339 -2.405 0.912
Br 3.378 -0.990 -1.853
Br 1.758 -3.597 -0.762
H 4.143 -3.155 -1.588
C 1.884 3.411 -1.019
Br 1.327 1.834 -1.961
Br 2.809 4.798 -2.082
Br 3.136 3.006 0.469
H 1.041 3.891 -0.523
C 1.065 -0.497 2.010
C 0.053 -1.046 2.810
C -1.129 -0.285 2.983
C -1.371 0.846 2.184
C -0.365 1.261 1.335
C 0.919 0.663 1.288
N -2.571 1.724 2.311
O -3.545 1.285 2.900
O -2.455 2.783 1.787
H 1.931 -1.124 1.856
H 0.161 -2.023 3.257
H -1.862 -0.705 3.655
H -0.600 2.091 0.685
H 1.799 0.977 0.746

2.
Below is a cluster of 4 separate species, C12H12F4O12 in total in a non-equilibrium geometry, with properties calculated with ωB97M-V with the def2-TZVPD basis set.

As for the total charge: 0. The SMILES is O=C1OC[C@@H](F)O1.O=C1OC[C@@H](F)O1.O=C1OC[C@@H](F)O1.O=C1OC[C@@H](F)O1. Its energy above the lowest of the compared OMol25 structures with the same formula, charge and spin is 19.1 kcal per mole. As for the LUMO energy: 0.0079 hartree.

Cartesian coordinates (Å):
O 0.941 1.192 -4.997
C 0.376 0.231 -4.578
O 0.147 -0.882 -5.248
C -0.545 -1.843 -4.390
C -0.402 -1.271 -3.011
F 0.631 -1.845 -2.312
O -0.174 0.030 -3.294
H -1.575 -1.945 -4.725
H -0.085 -2.793 -4.501
H -1.360 -1.311 -2.509
O -1.311 -5.446 -3.790
C -0.794 -5.077 -2.779
O -1.444 -4.447 -1.728
C -0.564 -4.450 -0.607
C 0.743 -5.038 -1.143
F 0.960 -6.287 -0.436
O 0.506 -5.245 -2.481
H -0.501 -3.360 -0.406
H -1.016 -5.015 0.201
H 1.620 -4.434 -0.943
O 1.940 2.697 3.774
C 1.572 3.856 3.565
O 0.376 4.224 2.992
C 0.355 5.605 2.724
C 1.502 6.088 3.586
F 0.912 6.389 4.827
O 2.357 4.955 3.771
H 0.406 5.775 1.659
H -0.547 6.058 3.115
H 2.090 7.034 3.297
O -1.645 -1.566 0.826
C -1.235 -0.568 1.360
O -0.676 0.427 0.679
C -0.108 1.331 1.656
C -0.738 0.955 2.970
F -1.815 1.815 3.119
O -1.277 -0.323 2.723
H 1.001 1.277 1.728
H -0.513 2.317 1.481
H -0.109 0.892 3.823

3.
Below is a structure of composition C12H12KN3O3S in a non-equilibrium geometry, with properties calculated with ωB97M-V with the def2-TZVPD basis set.

As for the total charge: 0. As for the LUMO energy: -0.0007 hartree.

Cartesian coordinates (Å):
K 1.442 -0.071 -0.659
C 2.221 5.398 1.008
C 1.706 4.326 0.109
C 0.458 4.064 -0.402
C 0.598 2.895 -1.184
N 1.853 2.465 -1.152
N 2.503 3.344 -0.365
C -0.467 2.242 -2.005
H 1.476 6.178 1.135
H 3.126 5.847 0.596
H 2.462 4.990 1.992
H -0.444 4.631 -0.242
H 3.487 3.240 -0.198
H -1.415 2.747 -1.838
H -0.604 1.186 -1.764
H -0.218 2.311 -3.064
O -1.699 -1.138 -1.559
C -0.979 -1.967 -1.010
N 0.354 -2.071 -1.179
S 1.022 -2.840 0.065
O 2.044 -3.769 -0.318
O 1.460 -1.790 0.987
C -0.473 -3.590 0.684
C -0.702 -4.595 1.598
C -2.022 -4.978 1.812
C -3.064 -4.362 1.127
C -2.812 -3.348 0.210
C -1.500 -2.976 -0.013
H 0.110 -5.066 2.137
H -2.230 -5.771 2.518
H -4.083 -4.680 1.301
H -3.611 -2.855 -0.328

4.
Below is an isolated molecule of C12H12N2 in a non-equilibrium geometry, with properties calculated with ωB97M-V with the def2-TZVPD basis set.

As for the total charge: 0. The SMILES is [H]/N=C1/[C@H](C#N)c2ccccc2C1(C)C. Its energy above the lowest of the compared OMol25 structures with the same formula, charge and spin is 60.9 kcal per mole. As for the LUMO energy: 0.0237 hartree.

Cartesian coordinates (Å):
H -2.414 -2.091 1.952
N -1.345 -2.022 1.933
C -0.808 -1.152 1.221
C 1.017 -1.098 1.402
C 1.406 -0.346 2.514
N 1.872 0.332 3.292
C 1.297 -0.258 0.156
C 2.577 -0.017 -0.432
C 2.647 0.852 -1.515
C 1.532 1.509 -1.936
C 0.300 1.138 -1.538
C 0.164 0.239 -0.461
C -1.179 -0.171 0.119
C -1.927 1.087 0.692
C -1.977 -1.047 -0.953
H 1.428 -2.053 1.396
H 3.536 -0.249 0.044
H 3.593 1.176 -1.884
H 1.753 2.280 -2.695
H -0.579 1.705 -1.910
H -1.838 1.197 1.759
H -2.975 0.883 0.546
H -1.442 1.951 0.176
H -2.772 -1.567 -0.461
H -1.373 -1.756 -1.541
H -2.492 -0.523 -1.875

5.
Below is an isolated molecule of C12H12N2O in a non-equilibrium geometry, with properties calculated with ωB97M-V with the def2-TZVPD basis set.

As for the total charge: 0. The SMILES is C=CC(=O)C(c1ccc[nH]1)c1ccc[nH]1. Its energy above the lowest of the compared OMol25 structures with the same formula, charge and spin is 52.5 kcal per mole. As for the LUMO energy: 0.0155 hartree.

Cartesian coordinates (Å):
C -0.519 -3.985 0.613
C 0.199 -2.961 0.252
C -0.179 -1.595 0.785
O -0.474 -1.429 1.953
C -0.166 -0.344 -0.324
C 1.242 0.162 -0.417
C 2.057 0.396 -1.458
C 3.173 1.154 -0.920
C 3.031 1.225 0.445
N 1.793 0.678 0.722
C -1.135 0.837 -0.011
C -1.193 2.066 -0.667
C -2.254 2.751 -0.105
C -2.744 1.966 0.937
N -2.085 0.790 0.965
H -0.210 -4.942 0.189
H -1.358 -3.803 1.236
H 1.139 -2.871 -0.374
H -0.450 -0.842 -1.211
H 1.789 0.204 -2.546
H 3.765 1.566 -1.695
H 3.619 1.617 1.189
H 1.402 0.325 1.621
H -0.591 2.485 -1.435
H -2.449 3.745 -0.592
H -3.570 2.210 1.720
H -2.131 -0.023 1.503

6.
Below is an isolated molecule of C12H12N2O in a non-equilibrium geometry, with properties calculated with ωB97M-V with the def2-TZVPD basis set.

As for the total charge: 0. The SMILES is C=C[C@](O)(c1ccccc1)c1cnc[nH]1. Its energy above the lowest of the compared OMol25 structures with the same formula, charge and spin is 48.5 kcal per mole. As for the LUMO energy: 0.0260 hartree.

Cartesian coordinates (Å):
C -1.419 2.072 -0.959
C -0.925 1.869 0.269
C -0.637 0.536 0.885
O -0.718 0.812 2.269
C 0.650 -0.170 0.490
C 1.506 0.611 -0.263
C 2.822 0.137 -0.571
C 3.134 -1.225 -0.208
C 2.268 -1.951 0.571
C 1.089 -1.371 1.038
C -1.782 -0.400 0.448
C -3.156 -0.113 0.270
N -3.754 -1.060 -0.382
C -2.871 -1.995 -0.661
N -1.615 -1.627 -0.110
H -1.433 3.080 -1.412
H -1.979 1.302 -1.426
H -0.586 2.804 0.863
H -0.189 1.609 2.430
H 1.250 1.568 -0.663
H 3.375 0.655 -1.242
H 4.117 -1.619 -0.395
H 2.766 -2.872 0.952
H 0.460 -1.978 1.651
H -3.760 0.689 0.574
H -3.014 -3.035 -0.984
H -0.790 -2.179 -0.128